Version w
C2H6N2O2 in the gas phase. Source: the OMol25 dataset; level of theory: ωB97M-V/def2-TZVPD.

Calculated values
- Highest occupied orbital energy: -10.15 eV
- Multiplicity: 1
- Frontier orbital gap: 11.03 eV
- SMILES: C/N=[N+](/[O-])OC

Each line ends with the Mulliken charge.
CARTESIAN COORDINATES (ANGSTROEM)
1 C -2.162 0.260 0.022  -0.553
2 N -1.524 -1.030 0.004  -0.815
3 N -0.346 -1.289 0.001  1.401
4 O 0.192 -2.351 0.016  -0.661
5 O 0.604 -0.025 -0.075  -0.366
6 C 1.917 -0.413 0.062  -0.545
7 H -2.081 0.691 1.067  0.261
8 H -3.047 0.013 -0.486  0.320
9 H -1.517 1.122 -0.427  0.229
10 H 2.012 -1.556 0.056  0.279
11 H 2.270 0.127 0.910  0.236
12 H 2.661 -0.274 -0.833  0.214


Version x
C2H6N2O2 in the gas phase. Source: the OMol25 dataset; level of theory: ωB97M-V/def2-TZVPD.

Calculated values
- Highest occupied orbital energy: -9.59 eV
- Multiplicity: 1
- Frontier orbital gap: 10.22 eV
- SMILES: CC(=O)N(N)O

Each line ends with the Mulliken charge.
CARTESIAN COORDINATES (ANGSTROEM)
1 C -0.801 -1.396 -0.158  -0.796
2 C -0.839 0.063 -0.157  0.598
3 O -1.561 0.724 -0.845  -0.520
4 N 0.176 0.683 0.660  0.044
5 N 0.402 1.917 0.237  -0.455
6 O 1.454 -0.232 0.194  -0.541
7 H -0.304 -1.794 0.744  0.284
8 H -1.815 -1.857 -0.170  0.338
9 H -0.143 -1.622 -1.123  0.199
10 H 0.217 1.871 -0.792  0.245
11 H 1.369 2.152 0.411  0.286
12 H 1.845 -0.509 0.998  0.320


version x ends up most stable, edging out the next structure by 55.2 kcal/mol.


Version w
C2H6N2O2 in the gas phase. Source: the OMol25 dataset; level of theory: ωB97M-V/def2-TZVPD.

Calculated values
- Highest occupied orbital energy: -9.07 eV
- Multiplicity: 1
- Frontier orbital gap: 10.10 eV
- SMILES: NN[C@H]1COO1

Each line ends with the Mulliken charge.
CARTESIAN COORDINATES (ANGSTROEM)
1 N -1.503 -1.088 -0.442  -0.621
2 N -0.344 -0.360 -0.625  -0.153
3 C 0.091 0.322 0.546  -0.109
4 C 1.299 1.198 0.259  -0.241
5 O 0.703 2.256 0.954  -0.230
6 O -0.593 1.723 0.759  -0.285
7 H -2.316 -0.603 -0.801  0.202
8 H -1.276 -1.825 -1.060  0.253
9 H -0.284 0.251 -1.419  0.226
10 H -0.089 -0.148 1.440  0.477
11 H 2.191 0.827 0.820  0.240
12 H 1.336 1.364 -0.782  0.240


Version x
C2H6N2O2 in the gas phase. Source: the OMol25 dataset; level of theory: ωB97M-V/def2-TZVPD.

Calculated values
- Highest occupied orbital energy: -9.60 eV
- Multiplicity: 1
- Frontier orbital gap: 10.21 eV
- SMILES: CNC(=O)NO

Each line ends with the Mulliken charge.
CARTESIAN COORDINATES (ANGSTROEM)
1 C -1.777 -0.108 0.733  -0.695
2 N -0.433 0.245 0.291  -0.169
3 C 0.152 -0.141 -0.860  0.454
4 O -0.416 -0.696 -1.772  -0.608
5 N 1.510 0.155 -0.909  -0.208
6 O 2.305 -0.180 0.256  -0.454
7 H -2.022 -1.272 0.777  0.232
8 H -1.957 0.467 1.895  0.251
9 H -2.413 0.489 -0.124  0.249
10 H 0.240 0.723 1.007  0.275
11 H 2.012 -0.370 -1.698  0.312
12 H 2.801 0.689 0.406  0.360


version x ends up most stable, edging out the next structure by 63.4 kcal/mol.


Version w
C2H6N2O2 in the gas phase. Source: the OMol25 dataset; level of theory: ωB97M-V/def2-TZVPD.

Calculated values
- Highest occupied orbital energy: -9.26 eV
- Multiplicity: 1
- Frontier orbital gap: 10.03 eV
- SMILES: [H]/N=C(\NO)OC

Each line ends with the Mulliken charge.
CARTESIAN COORDINATES (ANGSTROEM)
1 H 0.125 2.288 0.051  0.174
2 N 0.794 1.527 0.017  -0.690
3 C 0.061 0.442 0.012  0.660
4 N -1.277 0.440 -0.160  -0.167
5 O -2.156 -0.726 0.153  -0.427
6 O 0.587 -0.736 0.007  -0.317
7 C 2.030 -0.759 0.003  -0.618
8 H -1.763 1.194 0.234  0.264
9 H -2.278 -1.303 -0.633  0.337
10 H 2.483 -0.566 1.005  0.277
11 H 2.417 0.051 -0.701  0.307
12 H 2.407 -1.830 -0.331  0.198


Version x
A 2-piece molecular cluster, C2H6N2O2 overall. Source: the OMol25 dataset; level of theory: ωB97M-V/def2-TZVPD.

Calculated values
- Highest occupied orbital energy: -10.07 eV
- Multiplicity: 1
- Frontier orbital gap: 10.55 eV
- SMILES: [H]/N=C/N.O=CO

Each line ends with the Mulliken charge.
CARTESIAN COORDINATES (ANGSTROEM)
1 H -1.607 0.648 1.064  0.259
2 N -0.737 0.119 1.082  -0.570
3 C 0.271 0.752 1.554  -0.029
4 N 1.574 0.360 1.263  -0.585
5 H 0.026 1.612 2.183  0.363
6 H 1.750 -0.448 1.856  0.265
7 H 1.848 0.163 0.312  0.335
8 O -1.458 -0.055 -2.895  -0.446
9 C -0.719 -0.735 -2.243  0.105
10 O 0.106 -0.335 -1.275  -0.448
11 H -0.567 -1.790 -2.522  0.310
12 H -0.487 -0.292 -0.378  0.442


Version y
A 2-piece molecular cluster, C2H6N2O2 overall. Source: the OMol25 dataset; level of theory: ωB97M-V/def2-TZVPD.

Calculated values
- Highest occupied orbital energy: -8.99 eV
- Multiplicity: 1
- Frontier orbital gap: 9.48 eV
- SMILES: [H]/N=C\C.O=NO

Each line ends with the Mulliken charge.
CARTESIAN COORDINATES (ANGSTROEM)
1 H 1.674 0.284 -0.539  0.155
2 N 0.836 -0.108 -0.218  -0.500
3 C -0.353 0.113 -0.664  0.229
4 C -0.542 1.010 -1.861  -1.066
5 H -1.075 -0.378 0.052  0.366
6 H -0.857 2.030 -1.492  0.280
7 H 0.359 1.333 -2.442  0.289
8 H -1.367 0.764 -2.408  0.343
9 O -0.270 -1.878 3.687  -0.399
10 N -0.194 -1.542 2.560  0.112
11 O 0.963 -1.008 2.157  -0.409
12 H 0.824 -0.620 1.168  0.599


version x ends up most stable, edging out the next structure by 33.4 kcal/mol.


Version w
A 2-piece molecular cluster, C2H6N2O2 overall. Source: the OMol25 dataset; level of theory: ωB97M-V/def2-TZVPD.

Calculated values
- Highest occupied orbital energy: -9.73 eV
- Multiplicity: 1
- Frontier orbital gap: 10.25 eV
- SMILES: NC=O.NC=O

Each line ends with the Mulliken charge.
CARTESIAN COORDINATES (ANGSTROEM)
1 N 2.324 0.103 -0.166  -0.317
2 C 2.475 -0.956 -0.911  0.168
3 O 3.359 -1.148 -1.780  -0.598
4 H 2.812 0.982 -0.353  0.228
5 H 1.482 0.099 0.415  0.264
6 H 1.734 -1.736 -0.611  0.253
7 N -2.438 0.460 -0.071  -0.292
8 C -2.347 0.294 1.196  0.208
9 O -1.254 -0.062 1.728  -0.615
10 H -1.615 0.302 -0.657  0.224
11 H -3.220 1.017 -0.426  0.232
12 H -3.312 0.645 1.635  0.244


Version x
A 2-piece molecular cluster, C2H6N2O2 overall. Source: the OMol25 dataset; level of theory: ωB97M-V/def2-TZVPD.

Calculated values
- Highest occupied orbital energy (alpha / beta): -8.96 / -9.34 eV
- Multiplicity: 1
- Frontier orbital gap (alpha / beta): 8.86 / 8.99 eV

Each line ends with the Mulliken charge.
CARTESIAN COORDINATES (ANGSTROEM)
1 C -0.042 0.224 -1.247  -0.544
2 C -0.095 -0.449 1.116  -0.737
3 N 0.281 -0.834 -0.218  -0.372
4 N 2.478 -0.780 -0.163  0.839
5 O 2.886 -0.242 -1.104  -0.465
6 O 2.845 -1.176 0.872  -0.449
7 H 0.800 0.297 -1.880  0.234
8 H -0.957 -0.007 -1.741  0.286
9 H 0.024 1.216 -0.588  0.243
10 H 0.282 -1.182 1.798  0.299
11 H 0.164 0.513 1.454  0.388
12 H -1.319 -0.705 1.152  0.278


Version y
A 2-piece molecular cluster, C2H6N2O2 overall. Source: the OMol25 dataset; level of theory: ωB97M-V/def2-TZVPD.

Calculated values
- Highest occupied orbital energy: -9.84 eV
- Multiplicity: 1
- Frontier orbital gap: 10.60 eV
- SMILES: NC=O.NC=O

Each line ends with the Mulliken charge.
CARTESIAN COORDINATES (ANGSTROEM)
1 N 0.674 -1.074 3.895  -0.352
2 C 1.420 -0.457 2.989  0.223
3 O 1.788 0.699 3.100  -0.556
4 H 0.558 -0.587 4.786  0.229
5 H 0.455 -2.071 3.825  0.227
6 H 1.796 -1.240 2.287  0.229
7 N -1.620 0.392 -3.756  -0.331
8 C -0.630 1.127 -3.233  0.171
9 O -0.823 2.341 -2.910  -0.592
10 H -2.535 0.806 -3.949  0.242
11 H -1.467 -0.607 -3.914  0.218
12 H 0.383 0.671 -3.119  0.292


version y ends up most stable, edging out the next structure by 1.8 kcal/mol.